The following is a quantum chemistry calculation of a cluster of 2 separate species, H7ISi3 in total in a non-equilibrium geometry, from the Open Molecules 2025 dataset.

Each atom is followed by the atoms it is bonded to, with distances in Å.
Element x y z (Å)
1 H 1.085 -3.031 2.027  Si9 1.610
2 H -0.557 3.073 -0.241  Si8 1.467
3 Si -1.110 -2.414 -0.351  H4 1.486, Si9 2.301, H10 1.482, H11 1.492
4 H -0.969 -1.096 -1.023  Si3 1.486
5 H 1.334 4.472 -0.429  Si8 1.432
6 H 0.873 3.233 1.672  Si8 1.528
7 I 1.650 1.125 -0.696  Si8 2.424
8 Si 0.847 3.252 0.145  H2 1.467, H5 1.432, H6 1.528, I7 2.424
9 Si 0.994 -2.933 0.423  H1 1.610, Si3 2.301
10 H -2.567 -2.375 -0.078  Si3 1.482
11 H -1.579 -3.307 -1.450  Si3 1.492

Values from the calculation:
HOMO   -8.6 eV
Max |F|   2.4 eV Å⁻¹
Relative energy (zero: lowest compared OMol25 entry of this formula, charge and spin)   235.5 kJ/mol
Gap between HOMO and LUMO   6.99 eV
Total energy   -1170.22101 Ha


The following is a quantum chemistry calculation of a cluster of 2 separate species, H7NSi2 in total in a non-equilibrium geometry, from the Open Molecules 2025 dataset.

Each atom is followed by the atoms it is bonded to, with distances in Å.
Element x y z (Å)
1 Si -3.119 0.290 -0.294  H2 1.455, H7 1.454
2 H -3.350 -1.011 -0.903  Si1 1.455
3 H 1.591 -1.545 1.777  Si5 1.513
4 H 2.643 -0.793 -0.455  Si5 1.431
5 Si 1.506 -0.907 0.408  H3 1.513, H4 1.431, N6 1.853, H8 1.652
6 N 1.224 0.900 0.706  Si5 1.853, H9 1.043, H10 1.005
7 H -2.629 -0.380 0.900  Si1 1.454
8 H 0.191 -1.325 -0.499  Si5 1.652
9 H 0.608 1.120 1.518  N6 1.043
10 H 0.615 1.185 -0.041  N6 1.005

Values from the calculation:
HOMO   -9.0 eV
Max |F|   3.7 eV Å⁻¹
Relative energy (zero: lowest compared OMol25 entry of this formula, charge and spin)   207.2 kJ/mol
Gap between HOMO and LUMO   7.87 eV
Total energy   -637.80346 Ha


The following is a quantum chemistry calculation of a cluster of 4 separate species, H7O3S in total in a non-equilibrium geometry, from the Open Molecules 2025 dataset.

Each atom is followed by the atoms it is bonded to, with distances in Å.
Element x y z (Å)
1 O 0.532 -0.163 -1.868  H4 1.018, H7 0.917
2 O -2.910 -0.026 0.288  H6 0.931, H11 0.982
3 H 0.176 -2.202 0.316  S10 1.342
4 H 0.285 -0.646 -1.006  O1 1.018
5 H 1.612 1.601 1.418  O8 0.982
6 H -2.300 0.656 0.463  O2 0.931
7 H -0.069 0.524 -1.774  O1 0.917
8 O 2.352 1.412 0.801  H5 0.982, H9 0.975
9 H 2.064 0.528 0.508  O8 0.975
10 S 0.486 -1.029 0.888  H3 1.342
11 H -2.229 -0.654 -0.034  O2 0.982

Values from the calculation:
Net charge   -1
HOMO   -3.9 eV
Max |F|   2.9 eV Å⁻¹
Relative energy (zero: lowest compared OMol25 entry of this formula, charge and spin)   80.3 kJ/mol
Gap between HOMO and LUMO   7.98 eV
Total energy   -628.14865 Ha